# 1
C13H21Cl2NO in the gas phase in a non-equilibrium geometry, computed with ωB97M-V/def2-TZVPD.

Positions of all 38 atoms, in Å:
1 C -3.37 -2.12 0.12
2 C -2.80 -0.77 0.49
3 C -3.63 0.55 0.20
4 C -3.61 -0.09 1.60
5 H -4.50 -0.71 1.91
6 H -3.11 0.41 2.37
7 Cl -5.42 0.18 -0.44
8 Cl -3.02 1.99 -0.32
9 C -1.49 -0.57 0.35
10 O -0.73 -0.64 1.45
11 N -1.04 -0.32 -0.80
12 H -1.78 -0.30 -1.64
13 C 0.42 -0.50 -1.38
14 C 0.78 1.26 -1.26
15 H 1.71 1.26 -1.93
16 C 0.73 1.90 0.15
17 C 1.88 1.33 1.10
18 H 1.45 0.55 1.66
19 H 2.02 2.39 1.72
20 C 3.22 1.28 0.59
21 H 3.32 1.76 -0.57
22 C 3.48 -0.15 0.44
23 C 2.83 -0.90 -0.74
24 H 2.89 -0.46 -1.59
25 H 3.32 -1.82 -1.13
26 C 1.44 -1.22 -0.50
27 H 1.19 -1.32 0.57
28 H 1.11 -2.10 -0.79
29 H 3.37 -0.80 1.35
30 H 4.70 -0.35 0.12
31 H 4.00 1.75 1.11
32 H -0.22 1.85 0.37
33 H 1.00 3.02 -0.21
34 H 0.00 1.54 -1.96
35 H 0.38 -0.72 -2.31
36 H -3.09 -2.11 -0.96
37 H -4.47 -2.19 -0.06
38 H -2.97 -2.86 0.93

Calculated values
2S+1 ... 1
LUMO energy ... 0.41 eV
Calculated total energy ... -42395.5900 eV
Molar mass ... 278.22 g/mol
Gap between HOMO and LUMO ... 9.320 eV
HOMO energy ... -8.9 eV
SMILES ... C[C@]1(C(=O)NC2CCCCCCC2)CC1(Cl)Cl

***

# 2
A molecular structure, C13H21F6HoN6PS in a non-equilibrium geometry, computed with ωB97M-V/def2-TZVPD.

Positions of all 49 atoms, in Å:
1 Ho -7.94 -10.08 -8.86
2 N -4.07 -10.47 -5.87
3 C -5.15 -10.52 -6.58
4 S -6.33 -9.20 -6.67
5 N -5.43 -11.65 -7.26
6 N -6.51 -11.67 -8.06
7 C -6.94 -12.85 -8.47
8 C -7.88 -13.06 -9.46
9 C -8.24 -14.40 -9.89
10 C -9.05 -14.60 -10.94
11 C -9.53 -13.44 -11.64
12 C -9.17 -12.18 -11.22
13 N -8.46 -11.96 -10.06
14 H -3.79 -9.61 -5.41
15 H -3.44 -11.26 -5.85
16 H -6.53 -13.76 -8.00
17 H -7.75 -15.23 -9.41
18 H -9.38 -15.62 -11.22
19 H -10.15 -13.50 -12.50
20 H -9.54 -11.33 -11.81
21 C -11.20 -11.19 -6.13
22 C -11.77 -10.89 -7.47
23 N -11.74 -9.45 -7.93
24 C -13.01 -8.94 -8.42
25 C -13.93 -8.51 -7.25
26 C -10.72 -8.60 -7.77
27 C -10.91 -7.12 -7.86
28 N -9.47 -9.05 -7.53
29 H -10.22 -10.70 -5.95
30 H -11.01 -12.24 -5.99
31 H -11.92 -10.95 -5.32
32 H -12.85 -11.21 -7.55
33 H -11.24 -11.50 -8.24
34 H -13.47 -9.88 -8.88
35 H -12.88 -8.21 -9.24
36 H -14.80 -9.19 -7.26
37 H -14.27 -7.47 -7.40
38 H -13.39 -8.56 -6.28
39 H -10.24 -6.63 -7.14
40 H -11.92 -6.71 -7.79
41 H -10.61 -6.97 -8.92
42 H -8.89 -8.36 -7.06
43 F -6.55 -9.77 -10.53
44 P -7.10 -8.21 -11.18
45 F -7.71 -6.84 -11.67
46 F -5.60 -7.70 -11.15
47 F -7.30 -7.86 -9.57
48 F -8.62 -8.88 -11.11
49 F -6.88 -8.92 -12.60

Calculated values
2S+1 ... 6
LUMO energy (alpha / beta) ... -8.37 / -9.95 eV
Calculated total energy ... -84981.5873 eV
Molar mass ... 603.31 g/mol
Gap between HOMO and LUMO (alpha / beta) ... 7.040 / 5.424 eV
Energy above the lowest of the compared OMol25 structures with the same formula, charge and spin ... 0.00 kJ/mol
Charge ... +2
HOMO energy (alpha / beta) ... -15.4 / -15.4 eV

***

# 3
A molecular structure, C13H21GeN3OPtSSe in a non-equilibrium geometry, computed with ωB97M-V/def2-TZVPD.

Positions of all 42 atoms, in Å:
1 Pt -2.35 0.88 -0.26
2 N -1.55 3.25 -3.74
3 C -1.73 2.79 -2.52
4 S -2.99 1.55 -2.33
5 N -1.02 3.27 -1.53
6 N -1.18 2.82 -0.32
7 C -0.63 3.38 0.72
8 C -0.82 3.01 2.07
9 C -0.14 3.77 3.04
10 C -0.37 3.62 4.38
11 C -1.37 2.73 4.83
12 C -2.03 1.93 3.94
13 C -1.75 1.97 2.53
14 O -2.30 1.09 1.81
15 H -2.12 2.94 -4.51
16 H -0.90 4.01 -3.91
17 H 0.01 4.25 0.53
18 H 0.56 4.52 2.70
19 H 0.19 4.20 5.10
20 H -1.61 2.68 5.88
21 H -2.78 1.22 4.26
22 C 1.85 -2.43 -2.82
23 Ge 2.23 -3.02 -0.97
24 C 3.13 -1.65 0.14
25 C 2.94 -4.86 -0.80
26 C 0.30 -3.19 -0.02
27 Se -0.85 -1.70 -0.10
28 C -1.82 -2.14 -1.72
29 H 2.80 -2.34 -3.34
30 H 1.36 -1.46 -2.85
31 H 1.25 -3.16 -3.37
32 H 4.14 -1.50 -0.25
33 H 3.21 -1.97 1.17
34 H 2.61 -0.69 0.10
35 H 3.94 -4.87 -1.23
36 H 2.33 -5.59 -1.34
37 H 3.02 -5.17 0.24
38 H 0.57 -3.41 1.01
39 H -0.15 -4.05 -0.51
40 H -1.11 -2.41 -2.50
41 H -2.40 -1.27 -2.02
42 H -2.48 -2.98 -1.52

Calculated values
2S+1 ... 5
LUMO energy (alpha / beta) ... -6.25 / -9.18 eV
Calculated total energy ... -156264.4839 eV
Molar mass ... 614.05 g/mol
Gap between HOMO and LUMO (alpha / beta) ... 8.221 / 5.293 eV
Energy above the lowest of the compared OMol25 structures with the same formula, charge and spin ... 70.04 kJ/mol
Charge ... +2
HOMO energy (alpha / beta) ... -14.5 / -14.5 eV

***

# 4
A molecular structure, C13H21MgN8S3Se2, computed with ωB97M-V/def2-TZVPD.

Positions of all 48 atoms, in Å:
1 Mg -0.75 0.32 -0.69
2 C 4.46 2.35 -0.93
3 N 3.22 2.11 -1.66
4 C 3.39 1.52 -2.98
5 C 2.04 1.82 -1.01
6 N 1.10 1.10 -1.47
7 N 1.88 2.45 0.23
8 C 0.83 2.25 1.12
9 N 0.72 3.23 2.07
10 N 0.10 1.19 1.09
11 H 5.16 2.82 -1.61
12 H 4.90 1.42 -0.56
13 H 4.32 3.02 -0.09
14 H 4.24 1.98 -3.46
15 H 2.51 1.71 -3.59
16 H 3.56 0.44 -2.93
17 H 1.32 0.60 -2.33
18 H 2.43 3.27 0.39
19 H 1.19 4.10 1.88
20 H -0.23 3.36 2.40
21 H -0.57 1.20 1.85
22 S 0.21 -1.96 -0.93
23 C 0.27 -1.91 -2.68
24 C 1.15 -2.87 -3.27
25 N 1.88 -3.66 -3.71
26 C -0.41 -1.05 -3.50
27 S -1.55 0.19 -3.04
28 C -0.14 -1.12 -4.91
29 N 0.10 -1.12 -6.04
30 C -0.60 -1.65 4.48
31 Se 0.10 -2.13 2.72
32 C -1.37 -3.32 2.20
33 C -2.69 -2.61 1.91
34 Se -3.06 -2.19 0.02
35 C -4.92 -1.76 0.44
36 H -0.57 -2.50 5.16
37 H -1.62 -1.29 4.38
38 H 0.02 -0.84 4.86
39 H -1.49 -4.03 3.02
40 H -1.00 -3.85 1.33
41 H -2.78 -1.68 2.46
42 H -3.51 -3.26 2.21
43 H -4.95 -0.91 1.12
44 H -5.43 -2.62 0.87
45 H -5.39 -1.48 -0.50
46 S -3.12 1.57 0.13
47 C -2.64 2.55 1.36
48 N -2.29 3.25 2.22

Calculated values
2S+1 ... 1
LUMO energy ... 2.00 eV
Calculated total energy ... -194391.3727 eV
Molar mass ... 567.79 g/mol
Gap between HOMO and LUMO ... 6.054 eV
Charge ... -1
HOMO energy ... -4.1 eV

***

# 5
A molecular structure, C13H21N4O2ReSbSe4, computed with ωB97M-V/def2-TZVPD.

Positions of all 46 atoms, in Å:
1 Re 0.06 2.57 -0.42
2 N 1.74 1.41 0.38
3 C 1.33 0.13 1.01
4 C 2.35 -1.00 0.97
5 C 2.73 -1.54 -0.42
6 C 3.06 -3.04 -0.35
7 N 1.87 -3.88 -0.35
8 C 1.57 -4.87 -1.20
9 N 2.38 -5.21 -2.20
10 N 0.42 -5.52 -1.05
11 C 0.01 -0.25 0.37
12 O -0.39 -1.35 0.19
13 O -0.72 0.85 0.02
14 H 2.41 1.26 -0.37
15 H 2.20 2.01 1.07
16 H 1.11 0.36 2.06
17 H 1.91 -1.79 1.58
18 H 3.25 -0.68 1.51
19 H 3.61 -1.03 -0.80
20 H 1.92 -1.40 -1.14
21 H 3.62 -3.25 0.57
22 H 3.72 -3.32 -1.17
23 H 1.19 -3.71 0.37
24 H 3.29 -4.82 -2.30
25 H 2.16 -6.01 -2.77
26 H -0.19 -5.34 -0.26
27 H 0.19 -6.32 -1.62
28 Se 3.29 6.15 -2.58
29 Sb 1.04 6.19 -2.79
30 Se 0.18 4.39 0.79
31 Se 0.44 3.06 -2.56
32 Se -1.07 6.88 -3.17
33 C -2.34 2.84 -0.62
34 C -3.05 2.34 0.53
35 C -3.60 1.04 0.52
36 C -4.37 0.61 1.58
37 C -4.59 1.45 2.66
38 C -4.05 2.74 2.69
39 C -3.29 3.18 1.63
40 H -2.36 3.91 -0.75
41 H -2.46 2.28 -1.54
42 H -3.44 0.40 -0.34
43 H -4.81 -0.38 1.56
44 H -5.20 1.11 3.49
45 H -4.25 3.39 3.53
46 H -2.88 4.18 1.64

Calculated values
2S+1 ... 1
LUMO energy (alpha / beta) ... -10.74 / -10.74 eV
Calculated total energy ... -293904.4274 eV
Molar mass ... 889.14 g/mol
Gap between HOMO and LUMO (alpha / beta) ... 5.208 / 5.207 eV
Energy above the lowest of the compared OMol25 structures with the same formula, charge and spin ... 0.00 kJ/mol
Charge ... +3
HOMO energy (alpha / beta) ... -16.0 / -16.0 eV

***

# 6
C13H21N5O4 in the gas phase in a non-equilibrium geometry, computed with ωB97M-V/def2-TZVPD.

Positions of all 43 atoms, in Å:
1 O 0.96 -1.36 -1.31
2 O 1.26 -1.32 3.34
3 O -1.54 0.91 1.90
4 N 2.61 3.10 0.46
5 O -3.72 -0.29 0.88
6 C 0.34 -0.47 -1.89
7 C 1.17 -0.10 3.43
8 C -0.85 0.35 1.02
9 C 3.04 3.57 -0.72
10 C 3.60 1.42 -0.70
11 C 3.00 1.76 0.48
12 N 3.63 2.57 -1.44
13 N 1.10 0.49 4.63
14 N 0.49 0.29 1.07
15 N -0.78 0.06 -1.48
16 C 0.88 -0.01 -3.22
17 C 1.18 1.93 4.84
18 C 2.80 0.85 1.67
19 C -3.76 -0.72 -1.39
20 C 1.33 0.79 2.15
21 C -1.50 -0.26 -0.21
22 C -3.01 0.06 -0.32
23 H -3.27 0.17 1.61
24 H 2.84 4.60 -1.08
25 H 3.98 0.44 -0.94
26 H 3.94 2.66 -2.40
27 H 0.93 -0.11 5.41
28 H 0.93 -0.17 0.28
29 H -1.23 0.75 -2.07
30 H 1.49 -0.80 -3.64
31 H 0.06 0.22 -3.84
32 H 1.47 0.92 -3.11
33 H 0.34 2.44 4.36
34 H 1.13 2.11 5.90
35 H 2.14 2.28 4.41
36 H 3.16 -0.15 1.42
37 H 3.42 1.24 2.47
38 H -3.67 -1.77 -1.31
39 H -3.33 -0.45 -2.40
40 H -4.82 -0.40 -1.36
41 H 0.98 1.83 2.35
42 H -1.37 -1.35 -0.03
43 H -3.18 1.11 -0.52

Calculated values
2S+1 ... 1
LUMO energy ... 0.42 eV
Calculated total energy ... -29463.6260 eV
Molar mass ... 311.34 g/mol
Gap between HOMO and LUMO ... 9.490 eV
Energy above the lowest of the compared OMol25 structures with the same formula, charge and spin ... 55.37 kJ/mol
HOMO energy ... -9.1 eV
SMILES ... CNC(=O)[C@@H](Cc1c[nH]cn1)NC(=O)[C@H](NC(C)=O)[C@@H](C)O